[1]
Here is a structure of composition C15H16N5S2V from the Open Molecules 2025 dataset. Energies are from ωB97M-V/def2-TZVPD.

The geometry in ORCA input format:
```
! RIJCOSX wB97M-V def2-TZVPD def2/J DEFGRID3
* xyz -1 4
V -0.7518 1.3000 -1.8381
S 0.8715 2.8746 -0.9671
C 2.3766 2.1654 -1.4485
C 3.5525 2.7576 -1.0007
C 4.8008 2.2515 -1.3396
C 5.9628 2.8828 -0.8458
N 6.8898 3.4253 -0.4303
C 4.8801 1.1084 -2.1664
C 3.7048 0.5161 -2.6231
C 2.4519 1.0163 -2.2781
S 1.0349 0.2135 -2.8979
C 6.1293 0.5591 -2.5302
N 7.1468 0.0993 -2.8127
H 3.4871 3.6327 -0.3688
H 3.7589 -0.3572 -3.2586
C -4.2060 0.0946 1.7415
C -2.8009 0.0618 2.3412
N -1.9258 -0.9156 1.7120
C -1.6384 -2.1229 2.4641
C -2.7878 -3.1253 2.4425
C -1.3973 -0.6696 0.4735
C -0.6169 -1.7561 -0.2086
N -1.5223 0.4595 -0.1399
H -4.7939 0.8844 2.2083
H -4.7128 -0.8546 1.9060
H -4.1860 0.2747 0.6680
H -2.8590 -0.1987 3.3994
H -2.3376 1.0567 2.2991
H -1.4161 -1.8321 3.4976
H -0.7300 -2.5794 2.0726
H -3.6860 -2.7019 2.8900
H -2.5212 -4.0200 3.0041
H -3.0258 -3.4156 1.4205
H -1.1227 -2.7181 -0.1495
H 0.3759 -1.8525 0.2362
H -0.4791 -1.4748 -1.2523
H -2.0279 1.1566 0.4032
N -3.4403 0.8682 -3.6000
C -2.4380 0.9352 -3.0237
*
```

Results
* E_LUMO (alpha / beta): 2.19 / 2.18 eV
* energy: -2595.481208 Eh
* gap between HOMO and LUMO (alpha / beta): 6.3 / 6.8 eV

[2]
Here is the molecule C15H16O3 from the Open Molecules 2025 dataset. Energies are from ωB97M-V/def2-TZVPD.

The geometry in ORCA input format:
```
! RIJCOSX wB97M-V def2-TZVPD def2/J DEFGRID3
* xyz 0 1
C 1.7491 2.6120 1.5375
C 0.6290 3.4626 0.9444
C 0.3489 3.1232 -0.5270
O -0.9208 2.5076 -0.7473
C -0.9048 1.1449 -0.5052
C -0.3793 0.2793 -1.4510
C -0.3500 -1.1051 -1.2417
C 0.2386 -2.0028 -2.3032
C 1.5432 -1.4255 -2.9014
C -0.8795 -1.5840 -0.0320
C -1.4131 -0.6992 0.9151
C -1.4449 0.6665 0.6843
C -1.9367 -1.2468 2.1929
O -2.8599 -0.7571 2.7846
C -1.2323 -2.4563 2.6753
C -0.7313 -3.3027 1.7807
C -0.9028 -3.0275 0.3322
O -1.0853 -3.9210 -0.4530
H 2.6321 2.6386 0.9037
H 1.4527 1.5664 1.6185
H 2.0133 2.9431 2.5365
H -0.2724 3.2682 1.5170
H 0.8909 4.5084 1.0581
H 0.3982 4.0291 -1.1234
H 1.1443 2.4697 -0.8857
H 0.0205 0.6785 -2.3697
H -0.5012 -2.0956 -3.0935
H 0.4242 -2.9797 -1.8872
H 2.2399 -2.2243 -3.1271
H 2.0057 -0.7183 -2.2217
H 1.3388 -0.8796 -3.8187
H -1.8743 1.3504 1.3953
H -1.1565 -2.6153 3.7382
H -0.2245 -4.2074 2.0743
*
```

Results
* E_LUMO: -0.80 eV
* ΔE to the lowest compared entry with this formula, charge and spin: 0.0 kJ/mol
* energy: -806.871727 Eh
* gap between HOMO and LUMO: 8.6 eV
* structure (SMILES): CCCOc1cc(CC)c2c(c1)C(=O)C=CC2=O

[3]
Here is a cluster of 3 separate species, C15H16O4P in total in a non-equilibrium geometry from the Open Molecules 2025 dataset. Energies are from ωB97M-V/def2-TZVPD.

The geometry in ORCA input format:
```
! RIJCOSX wB97M-V def2-TZVPD def2/J DEFGRID3
* xyz 1 1
C 4.9792 -0.4395 0.3973
C 3.8009 -1.0631 0.1666
P 2.3173 -0.3565 0.8698
C 2.3934 1.4030 0.5415
H 5.6581 -0.1462 -0.3966
H 5.2378 -0.1695 1.4209
H 3.7170 -1.9620 -0.4366
H 2.2481 -0.5800 2.2508
H 1.2165 -0.9609 0.2517
H 1.4926 1.9162 0.8769
H 3.2894 1.7806 1.0338
H 2.5548 1.4915 -0.5331
C -0.9562 4.8292 0.9857
C -1.6191 5.6296 0.1555
C -2.7816 5.1332 -0.6286
O -3.3829 5.8580 -1.3858
C -3.1739 3.7105 -0.4459
C -2.5086 2.9131 0.3854
C -1.3501 3.4117 1.1628
O -0.7422 2.6799 1.9242
H -0.1087 5.1687 1.5680
H -1.3522 6.6685 0.0095
H -4.0233 3.3710 -1.0246
H -2.7761 1.8746 0.5346
C -1.3354 -5.0157 -2.0659
C -1.1565 -3.6973 -2.0840
C -0.9837 -2.9306 -0.8297
O -0.8207 -1.7218 -0.8509
C -1.0190 -3.6779 0.4494
C -1.1979 -4.9957 0.4731
C -1.3692 -5.7715 -0.7860
O -1.5282 -6.9685 -0.7646
H -1.4639 -5.5987 -2.9688
H -1.1290 -3.1262 -3.0031
H -0.8969 -3.0930 1.3533
H -1.2297 -5.5644 1.3938
*
```

Results
* E_LUMO: -4.56 eV
* energy: -1223.092762 Eh
* gap between HOMO and LUMO: 7.9 eV

[4]
Here is a structure of composition C15H17AsI2NO6PdS in a non-equilibrium geometry from the Open Molecules 2025 dataset. Energies are from ωB97M-V/def2-TZVPD.

The geometry in ORCA input format:
```
! RIJCOSX wB97M-V def2-TZVPD def2/J DEFGRID3
* xyz -1 3
Pd 0.1460 -0.2742 0.1030
C 1.8655 1.1652 2.2345
N 2.0839 0.5804 0.9083
C 2.7143 1.5547 0.0252
C 2.8574 -0.6689 0.9948
C 2.0092 -1.7058 1.6736
C 2.5384 -2.6823 2.5087
C 1.7016 -3.6051 3.1208
C 0.3309 -3.5337 2.9094
C -0.2087 -2.5562 2.0777
C 0.6328 -1.6465 1.4565
H 2.8320 1.4588 2.6665
H 1.3751 0.4495 2.8869
H 1.2210 2.0340 2.1378
H 3.7022 1.8332 0.4184
H 2.0789 2.4335 -0.0517
H 2.8247 1.1346 -0.9712
H 3.8047 -0.5162 1.5331
H 3.1017 -0.9718 -0.0265
H 3.6092 -2.7161 2.6853
H 2.1175 -4.3696 3.7655
H -0.3286 -4.2441 3.3942
H -1.2736 -2.5019 1.9096
O 0.1603 1.1927 -1.2843
As -2.0854 1.5509 0.3419
O -3.5191 1.7420 1.0835
O -0.8295 1.0092 1.3787
C -2.4301 0.9596 -1.5370
C -3.1193 1.9579 -2.1986
C -3.4382 1.8286 -3.5479
C -3.0761 0.6944 -4.2411
C -2.4281 -0.3397 -3.5739
C -2.1054 -0.2211 -2.2346
S -1.4785 -1.7078 -1.4545
O -2.0571 -2.8272 -2.1353
O 0.0259 -1.7460 -1.4862
O -1.9029 -1.4654 -0.0582
H 0.7272 0.9172 -2.0102
H -3.4031 2.8561 -1.6671
H -3.9705 2.6287 -4.0473
H -3.3205 0.5901 -5.2908
H -2.1943 -1.2638 -4.0858
I -1.2438 4.0850 0.1072
I -0.0475 6.9069 -0.4190
*
```

Results
* E_LUMO (alpha / beta): 2.41 / -0.20 eV
* ΔE to the lowest compared entry with this formula, charge and spin: 257.5 kJ/mol
* energy: -4445.208159 Eh
* gap between HOMO and LUMO (alpha / beta): 8.2 / 5.8 eV

[5]
Here is a cluster of 2 separate species, C15H17BClFNO7 in total in a non-equilibrium geometry from the Open Molecules 2025 dataset. Energies are from ωB97M-V/def2-TZVPD.

The geometry in ORCA input format:
```
! RIJCOSX wB97M-V def2-TZVPD def2/J DEFGRID3
* xyz -1 1
C -2.8024 2.1223 3.2283
C -2.5967 1.3031 1.9537
O -3.1040 1.6657 0.9525
O -1.8724 0.1872 2.1071
C -0.9344 -0.0799 1.0281
C 0.5477 0.0278 1.5081
O 1.1589 -1.0215 0.8436
B 1.6228 -0.5058 -0.4881
O 1.8001 0.9499 -0.1910
C 1.3569 1.3569 1.0410
C 0.3611 2.5160 1.0033
C 0.9639 3.8994 0.7625
O 0.3027 4.8363 0.7734
Cl 2.7067 4.1465 0.4061
C 2.4299 1.4522 2.1299
O 2.4745 2.3667 2.8547
N 3.3713 0.3506 2.1331
C 3.4999 -0.2822 3.3448
O 3.1597 0.0652 4.3933
F 4.1420 -1.4578 3.2350
H -2.4162 1.6084 4.1168
H -3.8804 2.2123 3.3861
H -2.3023 3.0894 3.1571
H -1.1318 0.4876 0.1157
H -1.0552 -1.1308 0.7635
H 0.5882 -0.0037 2.6129
H 2.7692 -0.9183 -0.6193
H 0.9085 -0.8119 -1.4207
H -0.3577 2.3604 0.1992
H -0.1521 2.5545 1.9705
H 4.2619 0.5936 1.7148
C -0.3757 -1.8160 -3.9582
C -0.1489 -2.8721 -4.8302
C -1.0894 -3.8871 -4.9545
C -2.2617 -3.8403 -4.2124
C -2.4898 -2.7816 -3.3424
C -1.5455 -1.7722 -3.2125
H 0.3581 -1.0274 -3.8567
H 0.7635 -2.9052 -5.4133
H -0.9085 -4.7146 -5.6304
H -2.9977 -4.6294 -4.3116
H -3.4048 -2.7440 -2.7636
H -1.7197 -0.9501 -2.5300
*
```

Results
* E_LUMO: 2.90 eV
* energy: -1748.246970 Eh
* gap between HOMO and LUMO: 7.7 eV

[6]
Here is a cluster of 2 separate species, C15H17BN5O6 in total in a non-equilibrium geometry from the Open Molecules 2025 dataset. Energies are from ωB97M-V/def2-TZVPD.

The geometry in ORCA input format:
```
! RIJCOSX wB97M-V def2-TZVPD def2/J DEFGRID3
* xyz -1 1
C -1.3134 -3.7988 -4.8666
C -0.2977 -3.7361 -3.8412
C 0.7158 -4.5221 -3.3383
C 1.2887 -3.8316 -2.2252
C 0.5949 -2.6284 -2.1680
B 0.4372 -1.4257 -1.1914
O -0.9404 -1.8728 -0.8888
C -1.4933 -0.8847 -0.0979
C -0.3994 0.2088 0.0166
C -0.8642 1.3224 0.8365
C 0.0700 0.7544 -1.3811
O 0.5476 -0.3061 -2.1390
C 0.8909 -0.4868 0.7328
O 1.3998 -1.4737 -0.0998
O -0.3680 -2.5794 -3.1118
H -1.1647 -4.6790 -5.4816
H -2.3243 -3.8423 -4.4267
H -1.2807 -2.9002 -5.5024
H 1.0399 -5.4910 -3.6984
H 2.0786 -4.0576 -1.5125
H -2.4271 -0.4646 -0.5207
H -1.7368 -1.2937 0.8951
H 0.0214 1.9992 0.7699
H -1.7300 1.9247 0.5694
H -1.1133 0.7849 1.7440
H -0.7929 1.2433 -1.8749
H 0.8724 1.4968 -1.2352
H 1.7032 0.2310 0.9379
H 0.6113 -0.9604 1.6926
O 2.4913 1.8858 0.5726
N 2.3503 3.0353 1.1608
C 1.4327 3.0502 2.2821
C 0.9475 1.6999 2.5218
N -0.0597 1.7624 3.4883
N -0.6059 0.6413 4.0444
N -1.6314 1.0232 4.7535
N -1.8965 2.3703 4.5657
C -0.9571 2.7910 3.7071
C -0.6885 4.0058 3.0884
C 0.6026 4.1873 2.5690
O 2.9397 4.0401 0.7372
H 1.6026 0.8463 2.5959
H -1.4986 4.7441 3.0223
H 0.9453 5.1867 2.2973
*
```

Results
* E_LUMO: 0.47 eV
* ΔE to the lowest compared entry with this formula, charge and spin: 2.9 kJ/mol
* energy: -1331.689576 Eh
* gap between HOMO and LUMO: 4.1 eV

[7]
Here is a structure of composition C15H17BrNO4PdS in a non-equilibrium geometry from the Open Molecules 2025 dataset. Energies are from ωB97M-V/def2-TZVPD.

The geometry in ORCA input format:
```
! RIJCOSX wB97M-V def2-TZVPD def2/J DEFGRID3
* xyz 3 1
Pd -0.2864 -1.1439 0.5429
O -0.8617 -3.0048 -0.2351
C 0.1523 -4.0301 -0.1747
C 1.3413 -3.4605 0.5435
C 2.4593 -4.2276 0.8083
C 3.5521 -3.6513 1.4329
C 3.5072 -2.3079 1.7822
C 2.3664 -1.5868 1.5151
N 1.3116 -2.1612 0.9061
H -1.7047 -3.3346 -0.5695
H 0.4177 -4.3603 -1.1796
H -0.2322 -4.8845 0.3856
H 2.4649 -5.2720 0.5249
H 4.4317 -4.2446 1.6446
H 4.3385 -1.8245 2.2746
H 2.2541 -0.5509 1.7933
Br -0.3166 5.3751 -6.0947
C -0.4829 4.3392 -4.6516
C -0.4591 4.9036 -3.3444
C -0.6571 4.0936 -2.2844
C -0.8326 2.6474 -2.4747
C -0.8933 2.0908 -3.8053
C -0.6768 2.8999 -4.8547
C -1.1308 1.7905 -1.3107
O -2.1194 2.5450 -1.1186
O -0.7719 0.7103 -0.8985
H -0.3089 5.9687 -3.2292
H -0.6896 4.4763 -1.2744
H -1.0623 1.0292 -3.9272
H -0.6516 2.5262 -5.8708
C -0.7393 0.5830 4.4866
S -0.8462 1.0596 2.7752
C -2.4720 0.4317 2.3893
O 0.1577 0.0745 2.0848
H -0.7180 -0.5036 4.5514
H -1.6094 0.9939 5.0003
H 0.1665 1.0231 4.8981
H -3.1942 0.9958 2.9813
H -2.5304 -0.6277 2.6426
H -2.6740 0.6194 1.3347
*
```

Results
* E_LUMO (alpha / beta): -12.77 / -12.75 eV
* ΔE to the lowest compared entry with this formula, charge and spin: 120.0 kJ/mol
* energy: -4036.416706 Eh
* gap between HOMO and LUMO (alpha / beta): 5.5 / 5.5 eV

[8]
Here is a structure of composition C15H17F3N2O5PdS2Te in a non-equilibrium geometry from the Open Molecules 2025 dataset. Energies are from ωB97M-V/def2-TZVPD.

The geometry in ORCA input format:
```
! RIJCOSX wB97M-V def2-TZVPD def2/J DEFGRID3
* xyz 0 1
Pd -0.1508 -0.3867 -0.1578
C 2.2169 -3.7582 6.0769
C 1.5798 -2.6412 5.3003
C 1.6986 -1.3192 5.7119
C 1.1273 -0.2865 4.9808
C 0.4202 -0.5866 3.8312
C 0.2706 -1.9033 3.4060
C 0.8555 -2.9179 4.1385
S -0.3056 0.7014 2.8708
O -0.0320 1.9456 3.5356
O -1.6664 0.3241 2.5802
N 0.4909 0.7076 1.4154
C 1.7688 0.1060 1.4147
C 2.8901 0.4677 2.1424
C 4.0317 -0.2955 1.9557
C 4.0394 -1.3485 1.0469
C 2.8893 -1.6179 0.3285
N 1.7884 -0.9034 0.5340
H 2.5987 -3.4092 7.0350
H 3.0501 -4.1903 5.5194
H 1.5028 -4.5604 6.2655
H 2.2457 -1.0909 6.6185
H 1.2243 0.7427 5.2981
H -0.3016 -2.1299 2.5138
H 0.7430 -3.9437 3.8087
H 2.8546 1.3017 2.8286
H 4.9274 -0.0624 2.5167
H 4.9266 -1.9437 0.8877
H 2.8205 -2.4114 -0.4039
F -2.8286 -2.4791 -1.1868
C -2.2097 -2.8378 -2.3254
F -2.6967 -2.0744 -3.3091
F -2.5060 -4.1061 -2.5834
S -0.3923 -2.6058 -2.1577
O 0.1671 -3.1867 -3.3336
O -0.0919 -3.1495 -0.8582
O -0.2780 -1.1072 -2.1165
C -1.8409 2.8543 0.3886
Te -2.0490 1.1611 -0.8514
C -3.7665 0.4405 0.1507
H -1.7221 2.5697 1.4279
H -2.7476 3.4406 0.2528
H -0.9760 3.4231 0.0578
H -4.1931 -0.3682 -0.4357
H -4.4719 1.2650 0.2240
H -3.4649 0.0960 1.1350
*
```

Results
* E_LUMO (alpha / beta): -0.68 / -0.68 eV
* ΔE to the lowest compared entry with this formula, charge and spin: 27.0 kJ/mol
* energy: -2559.383143 Eh
* gap between HOMO and LUMO (alpha / beta): 8.5 / 8.5 eV

Question: Which of these has the lowest energy?
Answer: C15H17AsI2NO6PdS